1.
{
  "formula": "C3H16NO4",
  "method": "ωB97M-V/def2-TZVPD",
  "elements": ["O", "C", "C", "N", "C", "H", "H", "H", "H", "H", "H", "H", "H", "H", "H", "H", "H", "O", "H", "H", "O", "H", "H", "O"],
  "coordinates": [[1.1260, -2.4054, 1.2192], [0.1484, -1.7445, 2.0049], [-0.9307, -1.0188, 1.1630], [-0.3556, 0.0515, 0.2040], [-1.2146, 0.2365, -0.8825], [1.8008, -2.7885, 1.7717], [-0.4657, -2.4639, 2.6362], [0.5807, -1.0402, 2.5681], [-1.7789, -0.4641, 1.7648], [-1.6122, -1.6332, 0.6650], [0.5411, -0.1865, -0.2471], [-0.1526, 0.9169, 0.8172], [-1.4833, -0.6932, -1.4533], [-0.6645, 0.7353, -1.7497], [-2.0681, 0.9237, -0.8591], [-1.8378, 2.7445, 2.0196], [-2.2642, 2.6178, 0.6344], [-1.5100, 2.3520, 1.0885], [1.9980, -0.9547, -2.8982], [2.2322, 0.5467, -2.6289], [1.5637, -0.1556, -2.8193], [1.2188, 1.4048, -2.2379], [1.2677, 2.7091, -1.3852], [0.9651, 1.7622, -1.3082]],
  "forces_ev_per_a": [[-1.051, 0.563, -0.871], [-3.065, -2.620, -1.588], [-0.120, 1.913, 1.425], [1.222, -0.593, 3.140], [-1.541, 1.335, -6.244], [0.250, -0.141, 0.433], [0.915, 0.748, -0.491], [1.744, 2.528, 2.608], [2.313, -0.615, -0.372], [-0.156, -1.459, -1.637], [-0.061, -0.399, 0.750], [-0.798, -1.171, -1.679], [-0.006, 0.373, 1.472], [-0.551, -0.629, 1.593], [0.056, -0.665, 1.140], [1.688, -1.401, -2.666], [-2.029, 0.600, -2.097], [0.304, 1.082, 5.064], [1.657, -2.592, -0.418], [0.232, -1.833, -0.469], [-0.809, 3.086, 0.277], [-1.658, 1.290, 2.700], [-0.540, -1.229, 0.491], [2.005, 1.831, -2.559]],
  "energy_ev": -13042.202,
  "charge": 1,
  "orbital_gap_ev": 11.58,
  "e_lumo_ha": -0.102,
  "e_above_lowest_kcal_mol": 67.7,
  "e_homo_ev": -14.356
}

=====

2.
{
  "formula": "C3H16NO4",
  "method": "ωB97M-V/def2-TZVPD",
  "elements": ["C", "C", "C", "N", "H", "H", "H", "H", "H", "H", "H", "H", "H", "H", "O", "H", "H", "O", "H", "H", "O", "H", "H", "O"],
  "coordinates": [[1.0582, 2.3249, 1.0197], [0.1585, 1.5566, 0.0487], [-0.2988, -0.1801, 1.6861], [-0.0247, 0.1442, 0.5005], [0.5492, 3.0642, 1.6351], [1.5922, 1.6635, 1.6948], [1.7812, 2.9044, 0.4355], [-0.8318, 2.0279, 0.0792], [0.5732, 1.5425, -0.9458], [-0.3092, -1.2078, 2.0192], [-0.5994, 0.4009, 2.5566], [0.1396, -0.5289, -0.2347], [1.2957, -3.5675, -1.4014], [1.9522, -2.6915, -0.2924], [1.3082, -2.6651, -1.0264], [-3.0019, -1.3532, 1.4790], [-3.1507, 0.1170, 1.7841], [-2.5697, -0.6238, 1.9654], [1.7146, 0.3590, -2.7428], [0.9936, 1.1056, -3.8754], [1.2999, 1.1972, -2.9819], [-1.8292, -1.4102, -1.3572], [-0.5029, -2.1945, -1.2827], [-1.2980, -1.9853, -0.7633]],
  "forces_ev_per_a": [[0.472, 0.590, -0.291], [-0.653, 0.286, 1.343], [-0.767, -1.721, 1.309], [0.802, 1.899, -0.350], [-0.321, -0.180, -0.026], [0.219, -0.078, -0.056], [0.033, -0.215, 0.201], [0.152, -0.199, -0.507], [-0.171, -0.104, -0.284], [0.214, -0.358, -0.713], [0.617, 1.072, -0.775], [-0.203, -0.740, 0.394], [0.159, 0.562, 0.305], [-0.426, -0.136, -0.573], [0.583, -0.478, 0.148], [0.462, 0.216, 0.337], [-0.212, 0.339, 0.148], [-0.672, -0.554, -0.460], [0.052, 0.099, -0.348], [-0.152, -0.111, -0.711], [0.168, -0.114, 1.021], [0.286, -0.676, 0.505], [-0.190, -0.255, 0.299], [-0.451, 0.858, -0.916]],
  "energy_ev": -13043.659,
  "charge": 1,
  "orbital_gap_ev": 11.46,
  "e_lumo_ha": -0.128,
  "e_above_lowest_kcal_mol": 34.1,
  "e_homo_ev": -14.945
}

=====

3.
{
  "formula": "C3H16NO4",
  "method": "ωB97M-V/def2-TZVPD",
  "elements": ["C", "C", "C", "O", "N", "H", "H", "H", "H", "H", "H", "H", "H", "H", "H", "H", "H", "O", "H", "H", "O", "H", "H", "O"],
  "coordinates": [[-0.0732, 1.8130, 0.0053], [1.3590, 1.4019, 0.3584], [1.9460, 0.3080, -0.5391], [1.2185, 0.2610, -1.7009], [-1.0102, 0.9536, -0.7069], [0.0331, 2.8186, -0.5410], [-0.5798, 2.2282, 1.0104], [1.9987, 2.2746, 0.2373], [1.5601, 1.3597, 1.4793], [3.0222, 0.3109, -0.7546], [1.7188, -0.7366, -0.0612], [1.3619, 0.8742, -2.5032], [-1.3249, 0.2790, -0.0070], [-0.4561, 0.4166, -1.3585], [-1.7562, 1.3997, -1.1196], [-1.9960, -2.1995, 0.3261], [-1.7123, -1.3328, 1.4338], [-1.8617, -1.2976, 0.5405], [-0.2674, -2.3386, -1.6378], [-1.0104, -2.0301, -2.8677], [-1.0124, -1.8402, -1.9227], [0.1830, -2.0593, 3.6531], [-1.0540, -1.2621, 3.6192], [-0.2864, -1.6019, 3.0568]],
  "forces_ev_per_a": [[-0.375, 5.391, 2.336], [1.560, 0.390, 1.302], [0.060, -2.242, 2.145], [-1.094, 0.577, -4.424], [2.108, -1.465, 2.476], [-0.403, -1.691, 0.250], [0.831, -1.311, -2.182], [-0.292, 0.470, -0.722], [-0.738, -1.185, -1.284], [-0.207, 0.455, 0.488], [0.563, 1.761, -0.691], [0.606, -1.132, 2.364], [-0.750, -0.806, -0.427], [0.263, -0.681, -0.915], [-2.061, 1.422, -1.044], [-0.274, -1.290, -0.971], [0.788, -0.041, 3.709], [-0.495, 1.315, -2.249], [1.082, -0.599, 0.679], [-0.283, 0.094, -0.108], [-0.772, 0.479, -0.837], [3.021, -2.856, 3.316], [1.532, -0.579, -1.109], [-4.669, 3.525, -2.104]],
  "energy_ev": -13043.033,
  "charge": 1,
  "orbital_gap_ev": 11.64,
  "e_lumo_ha": -0.103,
  "e_above_lowest_kcal_mol": 48.5,
  "e_homo_ev": -14.440
}

=====

4.
{
  "formula": "C3H16NO4",
  "method": "ωB97M-V/def2-TZVPD",
  "elements": ["C", "C", "C", "O", "N", "H", "H", "H", "H", "H", "H", "H", "H", "H", "H", "H", "H", "O", "H", "H", "O", "H", "H", "O"],
  "coordinates": [[0.3831, 0.2607, 0.4492], [0.7727, 1.5283, -0.2853], [1.5863, 2.4495, 0.6161], [0.8413, 3.3338, 1.4116], [-0.6531, -0.5556, -0.2630], [0.0294, 0.4343, 1.4615], [1.2811, -0.3419, 0.5843], [1.3930, 1.2912, -1.1464], [-0.0654, 2.0648, -0.7314], [2.2646, 1.9160, 1.2688], [2.2885, 3.0105, -0.0064], [-0.0431, 3.5487, 1.1078], [-0.3679, -0.7487, -1.2309], [-1.5427, -0.0819, -0.1653], [-0.7359, -1.4656, 0.1854], [-1.7912, -3.2048, -2.1547], [-2.2227, -3.6257, -0.7206], [-1.6068, -3.0696, -1.2218], [0.6568, -1.5122, -3.5055], [1.7444, -1.1040, -2.5171], [0.7908, -1.0636, -2.6564], [-0.7595, -1.8524, 2.9522], [-2.2835, -1.8347, 2.6267], [-1.4368, -1.4291, 2.4178]],
  "forces_ev_per_a": [[0.389, -0.005, 0.236], [0.265, -0.039, -0.032], [0.150, 0.730, -0.768], [-0.002, -0.063, 0.889], [0.816, 0.083, 0.627], [-0.330, 0.238, -0.063], [-0.098, -0.254, -0.237], [0.104, -0.266, -0.092], [-0.284, 0.090, 0.282], [-0.134, -0.511, 0.416], [-0.231, 0.254, -0.240], [0.127, -0.162, -0.478], [-0.142, 0.172, -0.287], [-0.290, -0.099, -0.382], [-0.320, -0.107, 0.131], [-0.149, -0.204, 0.000], [0.176, 0.081, -0.424], [-0.073, 0.106, 0.482], [-0.055, 0.179, 0.261], [-0.023, 0.018, 0.005], [0.087, -0.172, -0.262], [-0.189, -0.146, 0.246], [0.113, -0.103, 0.255], [0.094, 0.181, -0.564]],
  "energy_ev": -13044.751,
  "charge": 1,
  "orbital_gap_ev": 10.31,
  "e_lumo_ha": -0.108,
  "e_above_lowest_kcal_mol": 8.9,
  "e_homo_ev": -13.254
}

=====

5.
{
  "formula": "C3H16NO4",
  "method": "ωB97M-V/def2-TZVPD",
  "elements": ["C", "C", "C", "N", "H", "H", "H", "H", "H", "H", "H", "H", "H", "H", "O", "H", "H", "O", "H", "H", "O", "H", "H", "O"],
  "coordinates": [[1.7214, 1.0148, 0.7154], [0.2754, 0.9353, 0.8044], [-0.5793, 2.0138, 1.0634], [-0.3329, -0.3559, 0.6155], [2.2511, 0.5558, 1.5491], [1.9602, 0.4407, -0.1980], [2.0729, 2.0303, 0.5444], [-1.6395, 2.0081, 1.3087], [-0.1645, 3.0105, 0.9560], [-0.9761, -0.5059, -0.2117], [-1.0337, -0.5102, 1.3574], [0.3854, -1.0981, 0.6548], [-4.4133, -0.0394, 1.6852], [-3.5105, -0.4587, 2.9002], [-3.5102, -0.1762, 1.9860], [-1.1329, 0.8853, -2.4363], [-0.2512, -0.4535, -2.2730], [-0.9463, 0.1239, -1.8838], [2.1894, -2.4750, 1.6914], [2.4128, -3.0028, 0.3353], [2.0555, -2.2222, 0.7677], [0.9032, 0.0139, -4.4688], [1.2685, -1.3185, -3.8284], [0.9944, -0.4161, -3.6350]],
  "forces_ev_per_a": [[-0.299, 0.407, -1.258], [-0.503, -0.135, -0.250], [-0.048, 1.027, -0.309], [-0.629, -0.795, 1.395], [0.077, -0.292, 0.189], [0.343, -0.239, 0.241], [-0.082, 0.100, 0.390], [-0.020, -0.656, 0.025], [0.183, 0.023, 0.132], [0.643, 1.027, -0.911], [-0.040, -0.133, 0.445], [0.260, -0.511, -0.153], [-0.132, -0.127, 0.254], [-0.544, -0.068, 0.256], [1.099, 0.236, -0.561], [0.102, -0.226, -0.496], [-0.396, 1.049, -0.923], [0.100, -0.646, 1.481], [-0.012, 0.207, 0.157], [0.004, -0.104, -0.628], [-0.346, 0.144, 0.577], [-0.095, 0.506, -1.092], [0.132, 0.009, -0.255], [0.202, -0.803, 1.293]],
  "s2": 0.752,
  "multiplicity": 2,
  "energy_ev": -13031.136,
  "charge": 2,
  "orbital_gap_ev": [8.95, 5.44],
  "e_lumo_ha": [-0.343, -0.471],
  "e_above_lowest_kcal_mol": 7.4,
  "e_homo_ev": [-18.268, -18.266]
}